[1]
62
Properties=species:S:1:pos:R:3:mulliken_charge:R:1 method="wB97M-V/def2-TZVPD" e_above_lowest_kcal_mol=15.10 charge=+1 gap_ev=6.39 e_tot_ev=-33527.5485 largest_force_ev_per_a=1.58 spin_multiplicity=1
C -0.857 -0.657 -5.999 -0.85
O -1.657 -0.109 -4.917 -0.42
C -1.212 -0.184 -3.631 0.89
C -2.196 -0.022 -2.613 -1.34
C -1.912 -0.444 -1.329 0.34
C -0.614 -0.932 -0.983 0.07
C -0.425 -1.532 0.307 -0.02
C 0.728 -2.402 0.572 0.31
C 1.140 -2.641 1.918 -0.33
C 2.176 -3.527 2.190 0.69
C 2.778 -4.276 1.155 0.08
O 3.737 -5.145 1.569 -0.51
C 3.874 -4.980 3.027 -0.39
C 2.856 -3.921 3.464 -0.53
C 2.372 -4.109 -0.176 -1.42
C 1.409 -3.167 -0.449 -0.72
C 0.426 -0.761 -1.948 -0.24
C 0.136 -0.429 -3.265 -0.99
H -1.523 -0.627 -6.858 0.28
H 0.015 -0.021 -6.171 0.34
H -0.553 -1.690 -5.801 0.36
H -3.186 0.330 -2.902 0.42
H -2.697 -0.444 -0.566 0.45
H -1.354 -1.856 0.823 0.56
H 0.654 -2.127 2.745 0.41
H 3.706 -5.959 3.496 0.27
H 4.913 -4.683 3.223 0.28
H 3.375 -3.066 3.913 0.23
H 2.158 -4.351 4.189 0.32
H 2.834 -4.722 -0.945 0.45
H 1.152 -3.040 -1.503 0.53
H 1.467 -0.964 -1.672 0.80
H 0.917 -0.409 -4.039 0.37
C -2.188 5.254 -0.289 -0.63
C -2.315 4.610 -1.689 -0.57
C -1.365 3.396 -1.672 -0.16
N -1.153 3.103 -0.274 0.27
C -0.092 2.190 0.058 -0.16
C -0.273 1.610 1.462 0.05
C 0.968 1.247 2.269 -0.70
C 0.333 0.489 3.467 -0.63
C -1.047 0.018 2.973 -0.86
N -1.010 0.329 1.502 -0.20
C -1.264 4.325 0.516 -0.62
H -1.762 6.259 -0.353 0.30
H -3.166 5.317 0.197 0.27
H -3.341 4.265 -1.853 0.28
H -2.046 5.306 -2.488 0.36
H -1.774 2.521 -2.197 -0.28
H -0.416 3.667 -2.180 0.29
H -0.062 1.364 -0.667 -0.28
H 0.911 2.675 0.054 0.31
H -0.827 2.370 2.041 0.01
H 1.588 0.550 1.684 0.27
H 1.561 2.128 2.541 0.43
H 0.956 -0.355 3.793 0.36
H 0.185 1.167 4.320 0.38
H -1.285 -1.034 3.189 0.43
H -1.831 0.662 3.424 0.42
H -1.967 0.481 1.168 0.31
H -0.282 4.825 0.660 0.32
H -1.673 4.128 1.519 0.30

---

[2]
77
Properties=species:S:1:pos:R:3:mulliken_charge:R:1 method="wB97M-V/def2-TZVPD" e_above_lowest_kcal_mol=54.06 gap_ev=7.07 e_tot_ev=-72832.8877 largest_force_ev_per_a=4.35 spin_multiplicity=1
C -2.853 -3.261 6.085 -1.10
C -1.827 -3.611 4.935 -0.31
C -2.194 -2.982 3.546 -0.75
N -2.669 -1.577 3.603 -0.19
C -1.690 -0.629 3.210 0.09
C -0.395 -0.763 3.623 -0.54
C 0.657 0.264 3.199 0.02
O 1.668 0.356 3.869 -0.61
C 0.381 1.118 1.938 0.18
C 1.470 1.760 1.215 0.23
P 3.279 1.658 1.684 0.27
S 4.451 1.840 0.114 -0.40
C 1.143 2.560 0.051 -0.89
C -0.222 2.783 -0.432 0.86
P -0.367 3.887 -1.933 -0.10
O -0.598 5.497 -1.506 -0.47
O -1.551 3.347 -3.006 -0.45
C -1.312 2.147 0.318 0.20
C -2.800 2.369 -0.095 -1.18
O -3.441 3.228 0.846 -0.32
C -3.202 4.622 0.590 -0.47
C -2.028 5.241 1.449 0.17
O -2.484 6.001 2.567 -0.49
C -3.051 5.165 3.581 -0.21
C -2.017 4.182 4.262 -0.64
C -1.018 1.308 1.495 0.80
C -2.100 0.606 2.338 0.45
O -3.258 0.945 2.418 -0.57
H -3.916 -3.364 5.755 0.29
H -2.722 -3.948 6.965 0.38
H -2.612 -2.235 6.467 0.25
H -1.848 -4.732 4.830 0.37
H -0.807 -3.351 5.312 0.19
H -1.348 -3.146 2.820 0.32
H -3.051 -3.588 3.136 0.44
H -3.502 -1.504 3.012 0.29
H -0.041 -1.596 4.271 0.24
H 3.544 0.491 2.448 0.12
H 3.519 2.828 2.475 0.13
H 1.983 3.043 -0.508 0.18
H 0.208 5.989 -1.744 0.36
H -2.286 3.995 -2.929 0.31
H -3.323 1.374 -0.020 0.45
H -2.941 2.723 -1.145 0.28
H -4.145 5.166 0.863 0.41
H -3.005 4.774 -0.503 0.20
H -1.508 5.977 0.773 0.15
H -1.241 4.481 1.712 -0.01
H -3.412 5.859 4.392 0.37
H -3.972 4.642 3.200 0.23
H -2.160 4.147 5.376 0.39
H -0.950 4.422 4.006 0.25
H -2.193 3.152 3.838 -0.11
C 2.496 -0.886 -3.618 -1.08
C 3.984 -1.153 -3.779 0.38
C 4.383 -2.467 -3.127 -1.01
O 4.726 -0.085 -3.194 -0.53
H 2.228 -0.811 -2.559 0.25
H 2.225 0.065 -4.082 0.32
H 1.901 -1.680 -4.074 0.28
H 4.240 -1.179 -4.841 0.29
H 4.178 -2.447 -2.052 0.32
H 5.456 -2.642 -3.240 0.33
H 3.842 -3.307 -3.569 0.14
H 4.506 -0.055 -2.254 0.25
C 3.022 -6.315 -5.571 -1.27
C 1.882 -5.327 -5.763 0.38
C 1.169 -5.556 -7.087 -1.31
O 2.394 -3.996 -5.722 -0.45
H 3.771 -6.204 -6.361 0.34
H 3.532 -6.133 -4.622 0.31
H 2.658 -7.345 -5.579 0.39
H 1.170 -5.423 -4.941 0.25
H 1.856 -5.419 -7.927 0.36
H 0.361 -4.834 -7.216 0.32
H 0.749 -6.563 -7.140 0.37
H 3.026 -3.898 -6.445 0.32

---

no.,HOMO energy (eV)
1,-10.70
2,-8.52